No. 1
91
Properties=species:S:1:pos:R:3:forces:R:3 method="wB97M-V/def2-TZVPD" homo_ev="-6.8 / -6.8" molar_mass_g_mol=1139.9 gap_ev="5.28 / 6.20" multiplicity=7 total_charge=0
C -3.53097 0.98643 -1.98937 -0.05 -0.13 -0.28
H -3.71064 1.95425 1.98453 -0.10 0.07 0.08
H -3.73110 -2.25643 2.29891 -0.03 0.09 0.00
H -1.21839 2.35181 1.49951 0.05 0.08 0.16
S 1.31046 -0.25011 1.37401 -0.34 -0.05 0.16
C 0.23477 -2.89391 3.88846 0.34 -0.44 -0.45
C -0.97116 -3.42265 -2.86774 -0.16 0.25 0.14
C -2.91859 -2.86916 -0.33701 0.13 0.33 -0.03
H 2.11665 -4.12706 6.41848 -0.04 -0.01 0.09
C 0.31825 6.52040 -4.76989 0.02 0.08 0.03
N 0.25835 -3.56274 1.57682 -0.17 0.05 -0.15
H -0.51047 4.55628 -4.58076 -0.05 -0.11 -0.07
P -2.18772 -0.41370 1.86376 0.23 0.30 1.08
P -1.18932 -2.23976 -0.34922 0.10 -0.88 -0.55
H -0.66536 0.32427 4.54939 0.00 -0.01 0.11
H 1.73524 -3.44963 -2.25103 0.09 -0.07 -0.15
H 0.34165 -2.45483 5.98390 -0.06 0.12 0.08
H -1.18652 -2.40184 -3.18248 -0.04 -0.14 -0.06
N 2.30116 0.97970 -1.28054 -0.46 0.01 -0.28
H -1.82322 1.53306 5.13088 -0.02 0.18 0.11
C 0.79761 7.63333 -4.09737 0.00 -0.09 0.05
H 1.11362 8.50720 -4.64481 0.05 0.09 -0.06
C -0.97702 2.02111 2.52390 0.05 -0.28 -0.07
H -2.99578 -3.79040 0.24236 -0.03 0.04 -0.06
C 2.93802 -0.04989 0.82775 0.31 0.02 -0.06
H 1.91024 1.64702 -4.40341 0.00 -0.02 -0.05
C 5.64264 0.19606 0.14647 0.08 -0.14 0.25
C -3.39487 1.78311 3.01524 -0.04 -0.19 -0.16
C -3.72502 -1.19076 2.52826 -0.17 0.10 -0.46
H -4.59707 -0.71697 2.07635 -0.07 -0.08 0.08
H -3.21242 -3.05046 -1.36967 -0.06 0.01 0.00
C 4.02735 1.72419 -2.78041 0.36 -0.09 0.23
C -5.39051 0.35108 -3.73183 0.14 0.03 0.16
H -4.16977 1.22223 3.53172 -0.10 -0.03 0.04
C -0.05102 5.39946 -2.67295 -0.09 -0.55 0.55
H -0.30148 -3.85354 -3.61038 0.12 -0.14 -0.01
C 3.94455 -0.48917 1.67296 -0.49 0.09 -0.27
C -0.62412 -2.62834 1.35581 0.32 -0.23 0.08
H -3.75089 -1.06647 3.61000 0.01 -0.03 -0.02
C 2.21248 -4.79557 4.38055 0.00 -0.14 -0.31
C -0.11172 5.41317 -4.05951 -0.04 -0.18 0.10
H 4.25868 2.20464 -3.71801 -0.02 0.03 -0.10
H 6.05559 1.41705 -2.18521 0.14 0.03 -0.07
C 0.87032 7.62804 -2.71484 -0.02 0.00 0.04
C -1.69431 0.66476 4.48717 0.00 0.13 -0.13
H 3.65303 -0.92732 2.61464 -0.03 -0.08 0.11
C 1.70919 -4.00390 5.42545 -0.17 0.24 0.14
C 4.65656 0.67149 -0.73043 -0.39 0.06 -0.06
H 1.57663 -2.77841 -0.62195 0.09 0.08 -0.06
H 1.24314 8.48675 -2.17915 0.04 0.07 0.05
S -1.17854 0.03558 -3.12555 0.32 0.17 -0.05
H -0.93550 2.91064 3.15237 -0.05 0.13 -0.02
C 5.01091 1.29589 -1.94369 -0.37 0.03 -0.12
S -6.79951 0.16584 -4.53494 -0.16 -0.04 -0.10
C -1.06647 -1.76141 2.40886 0.00 -0.02 0.10
S -5.26649 1.16323 -2.19250 0.20 -0.27 -0.43
H 2.97874 -5.52585 4.59707 0.07 -0.03 -0.03
H -1.23612 -5.30207 -0.85596 -0.06 -0.06 -0.01
C -0.29578 -3.44961 -1.49233 0.00 0.21 0.14
H -3.30127 2.75028 3.50671 0.06 0.09 0.07
H 1.60040 3.07829 -3.43116 -0.06 0.00 0.04
H 1.03759 -1.82960 -2.04486 0.16 -0.23 0.06
H 6.03464 -0.75212 2.01719 0.16 -0.04 0.08
H 0.27101 -5.49661 -1.75553 -0.02 -0.07 -0.13
S -3.85905 -0.24220 -4.31387 -0.31 0.27 0.35
H 0.26749 6.51868 -5.84684 -0.03 -0.01 -0.14
C 1.73503 -4.65742 3.10481 0.13 -0.11 0.20
H -1.89655 -3.99791 -2.87863 -0.02 -0.06 0.01
S -2.87149 1.65984 -0.53300 -0.09 0.02 0.03
H 0.31310 -4.96085 -0.06868 -0.05 -0.15 -0.11
C -2.87450 0.33546 -2.97751 -0.36 0.11 0.03
H 0.65790 1.58015 -3.16585 0.20 0.29 -0.17
Br 0.56700 6.51757 -0.11790 0.09 0.18 -0.04
H -3.57535 -2.10268 0.07530 -0.05 -0.14 -0.09
C 5.28659 -0.38243 1.33555 0.36 0.17 -0.30
H 6.67525 0.29800 -0.14508 0.19 0.01 0.00
C 1.10625 -2.84008 -1.60623 -0.13 0.14 0.15
C -2.04433 1.06062 3.05789 0.13 -0.09 -0.20
N -0.67340 -1.92446 3.63532 -0.19 0.01 0.25
C 2.67635 1.53369 -2.42371 -0.25 0.00 0.06
H -2.33798 -0.12942 4.85415 -0.01 -0.07 0.13
C 3.27210 0.54649 -0.42103 0.84 -0.20 0.42
H 0.00878 1.55448 2.54178 -0.07 0.15 -0.03
I -0.97139 3.73138 -1.60150 -0.03 1.18 -0.81
Eu -0.33473 0.56000 -0.59334 -0.05 -0.04 -0.17
C 0.73253 -3.70799 2.83495 -0.19 0.46 0.51
C 0.73238 -3.07306 5.19191 0.20 -0.14 0.13
H 2.11206 -5.25907 2.29166 0.01 -0.05 -0.09
C -0.23620 -4.89328 -1.00186 0.11 0.09 0.11
C 0.44828 6.51072 -2.01040 -0.01 -0.20 0.18
C 1.64355 1.98745 -3.40284 -0.08 -0.14 0.04

No. 2
10
Properties=species:S:1:pos:R:3:forces:R:3 method="wB97M-V/def2-TZVPD" homo_ev=-9.0 smiles="CO/C=C/F" molar_mass_g_mol=76.1 gap_ev=9.95 multiplicity=1 total_charge=0
H 1.07927 -0.39361 0.93018 -2.11 -0.65 -1.19
C -0.59673 -0.91110 -0.59029 2.72 -3.26 4.87
H 1.50945 2.81920 0.26904 -1.27 -1.79 1.61
C 0.80745 2.02657 0.80849 1.65 -0.29 0.88
F -0.92058 -2.28860 -0.41223 1.19 2.37 -0.03
C 0.23944 -0.16151 0.15297 1.51 -1.06 0.79
H -1.13298 -0.51492 -1.29591 -3.06 2.11 -3.86
H 1.25499 1.31414 1.63512 0.00 2.09 -1.20
O 0.36622 1.14338 -0.16555 -0.68 0.08 -1.91
H -0.05623 2.50185 1.26899 0.06 0.39 0.05